22
Properties=species:S:1:pos:R:3 method="wB97M-V/def2-TZVPD" homo_lumo_gap_ev=10.095 smiles="[H]/N=C/C(C)(C)C=C.N" e_tot_ha=-346.4589 e_homo_ha=-0.338 total_charge=0
C 0.348 -0.252 0.332
C -0.023 -0.309 -1.106
C 0.154 1.083 1.024
C -0.114 -1.442 1.148
N -3.073 0.404 -0.260
N -0.337 0.757 -1.741
C 1.906 -0.447 -0.097
C 2.679 0.389 -0.768
H -0.178 -1.334 -1.480
H -2.900 -0.558 0.005
H -3.549 0.944 0.458
H -2.366 0.954 -0.770
H -0.535 0.612 -2.728
H 2.366 -1.261 0.458
H 0.444 1.907 0.378
H 0.753 1.113 1.931
H -0.888 1.203 1.305
H 0.127 -2.385 0.653
H 0.373 -1.427 2.117
H -1.200 -1.404 1.292
H 3.752 0.274 -0.784
H 2.261 1.179 -1.369

22
Properties=species:S:1:pos:R:3 method="wB97M-V/def2-TZVPD" homo_lumo_gap_ev=6.959 e_tot_ha=-346.2317 e_homo_ha=-0.284 total_charge=0
C 0.036 -0.721 -2.209
C 0.921 -0.392 -0.914
C 0.998 1.125 -0.494
C -0.317 1.632 0.204
N -1.637 -1.152 2.573
C -1.210 0.002 1.779
C -1.477 0.697 0.381
N 2.381 -0.893 -1.064
H -0.993 -0.174 -2.243
H 0.698 -0.499 -3.175
H -0.053 -1.758 -2.236
H 0.428 -0.982 -0.151
H 1.901 1.188 0.103
H 1.213 1.792 -1.420
H 0.053 1.796 1.174
H -0.433 2.634 -0.219
H -2.501 -1.487 2.099
H -0.738 -1.043 1.669
H -0.961 0.743 2.429
H -2.454 1.035 0.172
H 2.657 -1.016 -0.004
H 2.278 -1.975 -1.241

23
Properties=species:S:1:pos:R:3 method="wB97M-V/def2-TZVPD" homo_lumo_gap_ev=9.552 smiles="C=C(O)[C@@H](N)[C@@H](N)CC" e_tot_ha=-421.6982 e_homo_ha=-0.319 total_charge=0
C 0.630 -1.068 0.400
C -0.420 -0.053 0.900
C -0.910 0.884 -0.520
C -1.386 2.251 -0.033
C 0.500 -1.160 -1.107
N 2.023 -0.689 0.739
N 0.014 0.704 2.020
C -0.221 -2.130 -1.724
O 1.471 -0.474 -1.840
H 2.302 -0.498 -1.328
H 0.407 -2.035 0.867
H -1.369 -0.542 1.134
H 2.064 -0.590 1.754
H 2.619 -1.490 0.534
H 0.764 1.343 1.761
H -0.738 1.187 2.502
H -0.319 1.123 -1.406
H -1.774 0.331 -0.908
H -0.273 -2.174 -2.807
H -0.909 -2.750 -1.162
H -2.118 2.173 0.777
H -0.526 2.839 0.305
H -1.831 2.817 -0.859

23
Properties=species:S:1:pos:R:3 method="wB97M-V/def2-TZVPD" homo_lumo_gap_ev=7.859 e_tot_ha=-421.6560 e_homo_ha=-0.275 total_charge=0
C 1.487 1.043 1.220
C 1.528 -1.105 -0.371
C 0.887 0.719 -0.154
O 1.274 1.417 -1.138
H 2.556 1.204 1.091
H 1.325 0.271 1.972
H 1.047 1.980 1.573
H 1.166 -1.847 0.345
H 1.579 -1.533 -1.373
H 2.542 -0.806 -0.113
C -1.273 -0.025 1.168
C -0.674 0.442 -0.151
N -1.449 1.557 -0.704
N -1.319 -1.749 -1.147
C -0.626 -0.632 -1.178
H -0.806 2.078 -1.303
H -1.740 2.182 0.040
H -1.845 -2.012 -0.328
H -1.232 -2.439 -1.877
H -0.145 -0.358 -2.108
H -1.197 0.769 1.911
H -2.336 -0.262 1.057
H -0.750 -0.895 1.566

24
Properties=species:S:1:pos:R:3 method="wB97M-V/def2-TZVPD" homo_lumo_gap_ev="3.007 / 9.723" e_tot_ha=-496.9458 e_homo_ha="0.031 / -0.224" multiplicity=2 total_charge=-1
C 1.123 0.843 1.661
C 1.331 1.517 -2.032
C 1.050 1.629 0.421
O 0.858 2.825 0.332
N 1.462 0.923 -0.699
H 1.077 -0.257 1.554
H 1.613 -0.060 -0.690
H 0.487 2.183 -2.315
H 2.113 0.766 2.058
H 0.394 1.139 2.424
H 2.272 1.975 -2.286
H 1.333 0.783 -2.905
C -1.802 0.298 -0.569
C -0.351 -3.222 0.234
C -1.053 -1.940 0.360
O -1.294 -1.455 1.482
N -1.439 -1.177 -0.767
H -1.194 -1.501 -1.729
H -2.716 0.497 -1.020
H -1.139 -3.940 0.776
H -2.223 0.423 0.413
H -0.960 0.951 -0.988
H -0.081 -3.647 -0.803
H 0.562 -3.247 0.800

24
Properties=species:S:1:pos:R:3 method="wB97M-V/def2-TZVPD" homo_lumo_gap_ev="3.052 / 10.060" e_tot_ha=-497.0259 e_homo_ha="0.024 / -0.240" multiplicity=2 total_charge=-1
C 1.913 -0.656 0.869
C 2.673 -0.001 2.014
C 2.187 0.023 -0.465
O 2.600 1.166 -0.561
N 1.873 -0.738 -1.540
H 2.161 -1.715 0.751
H 0.850 -0.560 1.091
H 3.733 -0.249 1.985
H 1.922 -0.258 -2.435
H 1.591 -1.714 -1.524
H 2.286 -0.372 2.974
H 2.506 1.079 2.000
C -1.648 0.541 -0.282
C -2.098 1.960 0.013
C -2.766 -0.344 -0.780
O -3.844 0.107 -1.151
N -2.498 -1.675 -0.761
H -0.858 0.548 -1.048
H -1.202 0.077 0.596
H -2.733 2.298 -0.810
H -3.140 -2.291 -1.230
H -1.501 -1.923 -0.789
H -1.282 2.666 0.174
H -2.727 2.034 0.909

24
Properties=species:S:1:pos:R:3 method="wB97M-V/def2-TZVPD" homo_lumo_gap_ev=10.433 smiles="CCC(N)=O.CCC(N)=O" e_tot_ha=-496.9689 e_homo_ha=-0.363 total_charge=0
C -0.006 -0.163 2.064
C 0.431 -1.083 3.210
C -1.516 -0.158 1.761
O -2.092 -1.228 1.528
N -2.159 1.031 1.961
H 0.386 0.926 2.114
H 0.503 -0.630 1.060
H -0.093 -0.935 4.113
H -3.128 1.118 1.569
H -1.831 1.742 2.561
H 1.616 -0.888 3.435
H 0.144 -2.167 3.093
C 1.036 0.133 -1.723
C 1.763 -0.927 -2.682
C 0.118 0.924 -2.701
O 0.556 1.339 -3.753
N -1.275 1.104 -2.354
H 0.617 -0.316 -0.883
H 2.009 0.766 -1.532
H 1.429 -1.932 -2.976
H -1.956 1.741 -2.692
H -1.291 1.030 -1.408
H 2.769 -1.117 -2.258
H 1.971 -0.309 -3.509

24
Properties=species:S:1:pos:R:3 method="wB97M-V/def2-TZVPD" homo_lumo_gap_ev=9.986 smiles="CNC(C)=O.CNC(C)=O" e_tot_ha=-497.0273 e_homo_ha=-0.346 total_charge=0
C 0.317 -1.847 2.734
C -2.121 0.938 2.080
C -0.736 -1.024 2.091
O -1.176 -1.299 0.988
N -1.187 0.067 2.783
H 0.008 -2.245 3.702
H -0.772 0.434 3.620
H -3.094 0.434 2.003
H 0.474 -2.733 2.118
H 1.271 -1.322 2.816
H -2.103 1.945 2.481
H -1.900 0.998 1.011
C -0.181 -0.847 -2.762
C 1.841 1.886 -1.130
C 1.335 0.914 -2.156
O 1.661 1.046 -3.324
N 0.399 0.019 -1.730
H -0.190 0.249 -0.938
H 0.458 -1.717 -2.904
H -1.179 -1.176 -2.471
H 1.835 2.845 -1.646
H -0.260 -0.312 -3.696
H 1.208 2.000 -0.239
H 2.805 1.592 -0.717

24
Properties=species:S:1:pos:R:3 method="wB97M-V/def2-TZVPD" homo_lumo_gap_ev=9.158 smiles="CNC(C)=O.CNC(C)=O" e_tot_ha=-496.9910 e_homo_ha=-0.318 total_charge=0
C 0.421 2.547 -1.946
C -1.487 1.973 1.289
C -0.059 1.997 -0.644
O 0.313 0.840 -0.371
N -0.893 2.674 0.165
H 0.556 1.666 -2.664
H -1.292 3.453 -0.198
H -0.764 1.747 2.049
H -0.450 3.113 -2.487
H 1.259 3.415 -1.993
H -2.256 2.574 1.689
H -1.999 1.007 0.998
C 1.511 -1.964 2.027
C -0.319 -2.511 -1.390
C 0.230 -2.740 0.046
O 0.698 -3.858 0.269
N 0.640 -1.705 0.804
H 0.226 -0.761 0.611
H 2.221 -2.698 1.754
H -1.098 -3.301 -1.634
H 1.965 -1.013 2.403
H 0.825 -2.341 2.710
H -0.721 -1.521 -1.347
H 0.475 -2.594 -2.140

24
Properties=species:S:1:pos:R:3 method="wB97M-V/def2-TZVPD" homo_lumo_gap_ev=9.474 smiles="CNC(C)=O.CNC(C)=O" e_tot_ha=-496.9184 e_homo_ha=-0.329 total_charge=0
C 1.466 1.920 -1.340
C 0.194 2.426 -1.377
C -2.197 1.765 -0.673
C 0.602 -0.046 1.681
C 0.301 -1.287 0.770
C 0.017 -3.692 0.590
H 1.734 1.862 -2.490
H 1.670 0.833 -0.779
H 2.323 2.697 -0.947
H -0.444 0.427 -0.682
H -2.272 2.835 -0.438
H -3.047 1.450 -1.392
H -2.458 1.137 0.148
H 0.468 -0.320 2.712
H -0.116 0.629 1.347
H 1.541 0.332 1.295
H 0.562 -2.543 2.374
H 0.069 -3.125 -0.508
H 0.884 -4.201 0.494
H -0.781 -4.461 0.876
N -0.826 1.401 -1.195
N 0.260 -2.461 1.470
O 0.096 3.639 -1.534
O -0.045 -1.217 -0.405

24
Properties=species:S:1:pos:R:3 method="wB97M-V/def2-TZVPD" homo_lumo_gap_ev=9.433 smiles="CNC(C)=O.CNC(C)=O" e_tot_ha=-497.0298 e_homo_ha=-0.326 total_charge=0
C -1.177 1.516 1.962
C -3.566 -0.096 -0.544
C -1.695 0.742 0.779
O -0.906 0.255 -0.021
N -3.036 0.570 0.643
H -0.365 2.145 1.611
H -3.718 1.149 1.097
H -4.232 0.560 -1.100
H -1.926 2.234 2.309
H -1.023 0.848 2.800
H -2.755 -0.414 -1.192
H -4.091 -1.008 -0.253
C 2.889 1.143 -1.126
C 0.959 -2.067 -0.305
C 2.120 -1.089 -0.409
O 3.242 -1.385 -0.027
N 1.863 0.118 -0.980
H 0.900 0.432 -0.967
H 2.924 1.402 -2.183
H 0.380 -1.690 0.534
H 2.823 1.890 -0.344
H 3.840 0.649 -0.949
H 0.385 -2.127 -1.217
H 1.443 -3.003 -0.040

24
Properties=species:S:1:pos:R:3 method="wB97M-V/def2-TZVPD" homo_lumo_gap_ev=10.211 smiles="CNC(C)=O.CNC(C)=O" e_tot_ha=-497.0309 e_homo_ha=-0.354 total_charge=0
C 2.182 0.986 0.676
C 0.066 -1.175 2.970
C 1.661 -0.258 1.378
O 2.028 -1.382 1.100
N 0.564 -0.050 2.168
H 2.986 0.711 0.014
H 0.352 0.890 2.454
H -0.662 -0.773 3.659
H 1.365 1.358 0.050
H 2.560 1.692 1.404
H -0.357 -1.912 2.301
H 0.898 -1.601 3.529
C -0.157 -0.829 -3.065
C -2.114 1.088 -0.456
C -1.648 0.582 -1.817
O -2.398 0.653 -2.775
N -0.460 -0.086 -1.872
H -0.068 -0.360 -0.987
H -0.979 -1.363 -3.529
H -1.315 1.329 0.253
H 0.255 -0.183 -3.838
H 0.616 -1.580 -2.892
H -2.662 2.009 -0.616
H -2.713 0.256 -0.108